Entry 1:
{"formula": "C25H31N6PtSSe", "method": "ωB97M-V/def2-TZVPD", "symbols": ["Pt", "Se", "S", "N", "N", "N", "N", "N", "N", "C", "C", "C", "C", "C", "C", "C", "C", "C", "C", "C", "C", "C", "C", "C", "C", "C", "C", "C", "C", "C", "C", "C", "C", "C", "H", "H", "H", "H", "H", "H", "H", "H", "H", "H", "H", "H", "H", "H", "H", "H", "H", "H", "H", "H", "H", "H", "H", "H", "H", "H", "H", "H", "H", "H", "H"], "coordinates": [[0.06, 0.02, 0.42], [0.38, -2.31, 1.18], [0.07, 2.18, 1.34], [-2.05, -2.10, -0.42], [1.83, 1.26, -1.12], [-0.27, -2.07, -1.68], [0.12, 5.68, -0.40], [-1.66, 5.18, 0.95], [-0.78, 1.26, -0.85], [-3.83, -2.17, -3.67], [-2.57, 4.29, 1.68], [-1.06, 3.62, -0.90], [3.19, -2.43, -4.04], [3.21, -0.14, -2.45], [3.01, -1.39, -1.88], [3.42, -0.05, -3.82], [-2.13, 1.57, -0.84], [1.01, 6.23, 0.62], [3.00, -2.53, -2.67], [0.59, 5.87, -1.76], [3.41, -1.18, -4.61], [-2.89, -2.14, 0.76], [3.19, 1.07, -1.57], [-0.09, 2.48, -0.49], [-1.41, -2.07, -3.93], [-2.48, -2.13, -1.73], [-1.34, -2.09, -2.54], [-2.37, 2.88, -0.91], [-2.68, -2.11, -4.47], [-0.70, -2.03, -0.40], [1.31, 2.41, -1.10], [-1.73, 6.55, 1.45], [-3.76, -2.18, -2.29], [-0.89, 4.86, -0.07], [-2.86, 0.77, -0.89], [-3.33, 3.33, -1.08], [3.60, 1.96, -2.07], [-3.92, -2.03, 0.44], [-2.30, 4.37, 2.73], [-2.61, -1.32, 1.42], [3.59, 0.92, -4.27], [-1.40, 7.24, 0.68], [-3.59, 4.65, 1.53], [-4.65, -2.23, -1.69], [1.85, 3.32, -1.40], [3.57, -1.10, -5.67], [-1.14, 6.68, 2.36], [2.03, 5.96, 0.34], [-0.83, 3.92, -1.93], [-4.79, -2.21, -4.15], [-0.53, -2.02, -4.54], [2.86, -3.50, -2.21], [0.80, 5.77, 1.58], [3.79, 0.88, -0.67], [-2.79, -2.11, -5.54], [-2.78, 6.74, 1.69], [1.40, 5.19, -2.02], [0.96, 6.89, -1.83], [-2.44, 3.26, 1.36], [0.72, -1.96, -1.92], [-2.76, -3.09, 1.27], [0.94, 7.31, 0.69], [-0.23, 5.76, -2.46], [3.19, -3.31, -4.66], [2.87, -1.48, -0.81]], "mulliken_charge": [0.969, -0.292, -0.465, 0.407, 0.247, 0.562, 0.128, 0.209, -0.677, -0.698, -0.991, 0.726, -0.510, 0.693, -0.547, -0.546, -0.397, -1.260, -0.252, -1.038, -0.613, -0.992, -1.255, 1.304, -0.815, 0.601, 0.894, -1.911, -0.561, -0.991, -0.989, -1.185, -0.860, 0.177, 0.449, 0.548, 0.510, 0.342, 0.335, 0.336, 0.372, 0.409, 0.377, 0.388, 0.031, 0.411, 0.374, 0.413, 0.565, 0.400, 0.527, 0.432, 0.398, 0.380, 0.419, 0.386, 0.308, 0.385, 0.430, -0.064, 0.358, 0.370, 0.397, 0.440, 0.502], "e_tot_ha": -4218.450434, "charge": 1, "de_lowest_kj_mol": 413.6}

Entry 2:
{"formula": "C25H31O7P", "method": "ωB97M-V/def2-TZVPD", "symbols": ["P", "O", "O", "O", "O", "O", "O", "O", "C", "C", "C", "C", "C", "C", "C", "C", "C", "C", "C", "C", "C", "C", "C", "C", "C", "C", "C", "C", "C", "C", "C", "C", "C", "H", "H", "H", "H", "H", "H", "H", "H", "H", "H", "H", "H", "H", "H", "H", "H", "H", "H", "H", "H", "H", "H", "H", "H", "H", "H", "H", "H", "H", "H", "H"], "coordinates": [[0.65, 0.73, -2.43], [-4.81, 0.81, 4.43], [0.27, 0.76, -3.87], [-2.18, 1.65, -2.58], [1.59, 1.94, -1.94], [-2.93, 0.09, -1.07], [5.12, -0.28, 2.45], [1.59, -0.53, -2.03], [-5.32, -0.45, 2.42], [-1.44, -0.50, 2.39], [4.53, -2.40, 1.42], [5.69, -1.55, 1.95], [-1.99, 0.73, -1.56], [-2.76, -0.70, 1.89], [1.04, -0.76, 1.89], [-5.93, 0.34, 3.59], [2.61, -2.65, -2.47], [-0.62, 0.63, -1.22], [-1.30, 0.16, 3.66], [-3.27, 1.33, -3.47], [1.97, -1.76, 1.49], [3.00, 3.67, -2.90], [-0.35, -0.97, 1.62], [3.77, -0.36, 2.30], [1.45, -1.74, -2.81], [-2.96, 0.18, -4.39], [-3.85, -0.30, 2.62], [-3.66, 0.41, 3.83], [1.58, 3.19, -2.68], [3.32, -1.56, 1.70], [1.54, 0.46, 2.45], [2.88, 0.66, 2.67], [-2.37, 0.65, 4.34], [-6.48, 1.22, 3.24], [0.83, 1.25, 2.69], [-3.11, -0.77, -3.86], [2.97, 4.55, -3.55], [4.49, -3.37, 1.93], [-0.59, -1.64, 0.80], [-3.66, 0.19, -5.23], [-2.90, -1.14, 0.90], [0.49, -2.22, -2.57], [-6.58, -0.28, 4.22], [-1.93, 0.24, -4.76], [3.47, 3.95, -1.96], [-5.63, -1.51, 2.48], [4.64, -2.59, 0.34], [6.20, -2.03, 2.79], [-4.15, 1.10, -2.86], [1.00, 3.90, -2.08], [1.07, 3.03, -3.64], [1.62, -2.70, 1.05], [-0.30, 0.27, 4.08], [3.55, -2.22, -2.82], [3.27, 1.57, 3.12], [3.60, 2.91, -3.39], [1.45, -1.48, -3.88], [6.41, -1.29, 1.17], [2.68, -2.82, -1.39], [2.47, -3.61, -2.97], [-3.44, 2.25, -4.03], [-5.65, -0.07, 1.45], [-2.28, 1.21, 5.27], [-0.37, 0.25, -0.25]], "mulliken_charge": [1.198, -0.510, -0.902, -0.346, -0.351, -0.772, -0.528, -0.161, -0.650, 0.828, -0.474, -0.405, 0.438, -0.699, 1.017, -0.332, -0.895, -0.202, -0.494, -0.323, -0.363, -1.225, -0.812, 0.188, -0.371, -0.936, 0.915, 0.290, -0.330, 0.776, -0.743, -1.493, -1.330, 0.274, 0.845, 0.227, 0.381, 0.331, 0.279, 0.411, 0.393, 0.286, 0.278, 0.166, 0.278, 0.277, 0.145, 0.248, 0.268, 0.324, 0.319, 0.445, 0.793, 0.287, 0.437, 0.300, 0.355, 0.312, -0.041, 0.420, 0.345, 0.288, 0.433, -0.110], "e_tot_ha": -1839.247844, "charge": 0, "de_lowest_kj_mol": 0.0}

Entry 3:
{"formula": "C25H32BCdO4", "method": "ωB97M-V/def2-TZVPD", "symbols": ["Cd", "O", "O", "O", "O", "C", "C", "C", "C", "C", "C", "C", "C", "C", "C", "C", "C", "C", "C", "C", "C", "C", "C", "C", "C", "C", "C", "C", "C", "C", "B", "H", "H", "H", "H", "H", "H", "H", "H", "H", "H", "H", "H", "H", "H", "H", "H", "H", "H", "H", "H", "H", "H", "H", "H", "H", "H", "H", "H", "H", "H", "H", "H"], "coordinates": [[0.64, -0.03, 1.32], [-0.44, 0.19, -1.78], [-0.17, -2.34, -4.63], [0.39, 2.83, 4.46], [-1.04, 3.88, 2.97], [1.52, -1.79, 2.97], [0.36, -3.02, -5.79], [-0.48, -2.27, -2.00], [1.29, 3.07, 1.98], [2.30, 1.31, 0.72], [-1.82, -1.63, -2.43], [0.93, -2.03, -6.79], [-1.47, 4.12, 4.25], [-1.80, -0.37, -1.57], [0.00, -0.52, 4.16], [3.12, 1.55, 1.90], [0.42, -1.03, -1.80], [-1.45, 4.90, 6.90], [1.36, -0.92, 4.09], [1.16, 2.17, 0.77], [-0.70, -1.07, 3.05], [0.22, -1.95, 2.34], [2.60, 2.60, 2.59], [-1.01, -3.52, -6.30], [-2.36, 5.10, 4.65], [-0.63, 3.83, 6.51], [-2.31, 5.51, 6.00], [-0.61, 3.49, 5.17], [1.32, -4.15, -5.42], [-1.53, -2.78, -5.08], [0.17, 3.17, 3.10], [2.60, 0.66, -0.11], [-2.05, -3.45, -4.40], [0.87, -4.85, -4.71], [-2.69, -2.28, -2.34], [2.42, -2.34, 2.70], [1.80, -1.53, -6.35], [0.19, -1.26, -7.03], [1.12, -0.94, -2.66], [2.22, -3.71, -4.98], [-1.69, -1.36, -3.49], [-2.16, -1.93, -5.34], [1.23, -2.55, -7.70], [-0.02, 3.31, 7.24], [-1.99, -0.61, -0.49], [1.26, 4.15, 1.76], [-0.62, -2.77, -1.01], [-1.78, -1.02, 2.88], [-0.06, -2.98, -2.74], [-2.54, 0.36, -1.93], [1.61, -4.70, -6.32], [4.01, 0.96, 2.15], [-1.13, -4.60, -6.28], [0.55, 2.45, -0.09], [2.13, -0.67, 4.82], [1.01, -1.17, -0.87], [-1.30, -3.05, -7.24], [-3.05, 5.53, 3.93], [-0.46, -0.01, 5.01], [-1.42, 5.27, 7.93], [-2.98, 6.32, 6.32], [3.05, 3.17, 3.42], [-0.08, -2.72, 1.62]], "mulliken_charge": [1.003, -0.324, -0.327, -0.395, -0.462, -0.583, 1.511, -0.065, 0.438, -1.363, -0.341, -1.694, 0.791, -0.478, -0.201, -0.761, -0.285, -0.458, -0.582, -0.061, -0.532, -1.124, -1.035, -0.841, -0.866, -0.873, -0.397, 0.553, -1.767, -0.538, -0.026, 0.809, 0.217, 0.367, 0.369, 0.384, 0.378, 0.384, 0.222, 0.368, -0.005, 0.351, 0.391, 0.431, 0.067, 0.016, 0.190, 0.497, 0.142, 0.399, 0.434, 0.381, 0.321, 0.664, 0.352, 0.108, 0.326, 0.409, 0.457, 0.335, 0.320, 0.311, 0.686], "e_tot_ha": -1465.205196, "charge": -1, "de_lowest_kj_mol": 242.4}

Entry 4:
{"formula": "C25H32Cl3FN3O2S2", "method": "ωB97M-V/def2-TZVPD", "symbols": ["Cl", "Cl", "Cl", "S", "S", "F", "O", "O", "N", "N", "N", "C", "C", "C", "C", "C", "C", "C", "C", "C", "C", "C", "C", "C", "C", "C", "C", "C", "C", "C", "C", "C", "C", "C", "C", "C", "H", "H", "H", "H", "H", "H", "H", "H", "H", "H", "H", "H", "H", "H", "H", "H", "H", "H", "H", "H", "H", "H", "H", "H", "H", "H", "H", "H", "H", "H", "H", "H"], "coordinates": [[2.82, 2.67, 3.25], [1.42, 1.01, 5.18], [4.24, 0.53, 4.62], [-4.92, -0.39, 2.52], [-2.64, -1.83, 1.22], [5.24, -0.38, -2.84], [1.89, -0.93, -2.02], [2.48, 1.17, -1.71], [2.59, -1.32, 0.76], [3.19, -1.73, 1.96], [-4.68, -0.57, -0.23], [3.50, -0.57, -0.14], [6.12, -2.57, -2.43], [4.74, -1.45, -0.63], [-4.20, 0.94, -2.16], [-4.35, 0.77, -0.70], [-6.07, -0.92, -0.43], [2.97, 1.76, 4.76], [-3.61, 3.38, -1.95], [-6.53, -2.18, 0.20], [4.13, 0.76, 0.50], [2.58, -0.10, -1.37], [0.05, -1.12, 0.48], [-7.90, -2.67, 0.04], [-1.20, -0.68, 1.38], [-3.77, 3.23, -0.49], [-3.84, 2.21, -2.79], [4.89, -1.58, -2.18], [-8.43, -0.67, -1.37], [-7.04, -0.17, -1.22], [-4.13, 1.95, 0.14], [-8.90, -1.92, -0.78], [5.20, 1.47, -0.40], [-4.20, -0.84, 1.12], [5.57, 2.90, 0.21], [1.39, -0.55, 1.14], [4.50, -2.50, -0.26], [-3.33, 4.34, -2.44], [5.45, 2.94, 1.33], [-3.56, 4.16, 0.10], [-6.75, 0.78, -1.71], [-4.35, 0.04, -2.81], [6.28, -2.77, -3.52], [-4.22, 1.89, 1.24], [-5.86, -2.83, 0.82], [0.15, -2.24, 0.42], [3.44, -0.95, 2.58], [-1.53, 0.35, 1.09], [4.67, 0.44, 1.45], [4.88, 1.66, -1.45], [6.61, 3.18, -0.13], [6.17, 0.89, -0.45], [3.94, -2.40, 1.84], [-9.16, -0.10, -2.00], [-3.77, 2.22, -3.91], [5.70, -1.17, -0.11], [-9.94, -2.32, -0.91], [4.01, -2.08, -2.68], [7.04, -2.02, -2.07], [3.37, 1.51, 0.81], [-0.13, -0.71, -0.54], [6.05, -3.50, -1.81], [-0.87, -0.72, 2.47], [1.24, -0.71, 2.25], [1.46, 0.56, 0.99], [-8.23, -3.63, 0.49], [3.24, 2.45, 5.55], [4.87, 3.64, -0.29]], "mulliken_charge": [-0.072, -0.125, -0.133, -0.144, -0.250, -0.344, -0.768, -0.829, 0.159, -0.796, 0.299, 1.615, -1.362, -1.564, -0.117, -0.039, 0.810, -0.056, -0.452, -0.319, -0.623, -0.031, -0.551, -0.492, -0.370, -0.724, -0.488, 0.500, -0.572, -0.292, 0.015, -0.567, -0.275, -0.082, -1.158, -0.469, 0.543, 0.348, 0.225, 0.305, 0.299, 0.384, 0.351, 0.215, 0.328, 0.359, 0.036, 0.288, 0.437, 0.332, 0.387, 0.265, 0.299, 0.294, 0.328, 0.277, 0.334, 0.344, 0.321, -0.042, 0.278, 0.305, 0.357, 0.405, 0.103, 0.314, 0.388, 0.259], "e_tot_ha": -3563.243488, "charge": -1}